{"formula": "C42H47Cl2N6O2P2Pb", "method": "the ωB97M-V functional and the def2-TZVPD basis", "mol_weight_g_mol": 1007.932, "relative_energy_kj_mol": 4.7, "total_charge": -1, "e_homo_ev": -4.458, "gap_ev": 6.12, "e_tot_ha": -3903.72868, "elements": ["Pb", "Cl", "C", "C", "C", "N", "C", "O", "C", "C", "C", "C", "C", "N", "C", "C", "C", "Cl", "N", "C", "O", "C", "C", "C", "C", "C", "N", "H", "H", "H", "H", "H", "H", "H", "H", "H", "H", "C", "P", "C", "N", "C", "C", "C", "C", "C", "C", "N", "C", "P", "C", "C", "C", "C", "C", "C", "C", "C", "C", "H", "H", "H", "H", "H", "H", "H", "H", "H", "H", "H", "H", "H", "H", "H", "H", "H", "H", "H", "H", "H", "H", "H", "H", "H", "H", "H", "H", "C", "C", "C", "C", "C", "C", "H", "H", "H", "H", "H", "H", "H", "H", "H"], "coordinates": [[0.464, -0.428, 0.901], [0.242, 1.323, 7.803], [0.470, 0.355, 6.373], [0.651, 0.994, 5.159], [0.869, 0.277, 3.988], [1.020, 0.908, 2.762], [1.747, 2.003, 2.551], [1.648, 2.697, 1.530], [2.852, 2.409, 3.516], [3.126, 3.765, 3.671], [4.161, 4.142, 4.508], [4.903, 3.154, 5.138], [4.568, 1.830, 4.896], [3.563, 1.456, 4.113], [0.812, -1.140, 4.022], [0.616, -1.764, 5.253], [0.459, -1.025, 6.418], [0.228, -1.877, 7.920], [0.946, -1.801, 2.788], [1.112, -3.124, 2.720], [1.178, -3.955, 3.633], [1.277, -3.680, 1.311], [1.568, -5.032, 1.152], [1.759, -5.524, -0.125], [1.666, -4.659, -1.208], [1.368, -3.332, -0.959], [1.167, -2.865, 0.269], [0.629, 2.075, 5.124], [2.530, 4.483, 3.126], [4.391, 5.189, 4.662], [5.723, 3.399, 5.799], [5.133, 1.027, 5.359], [0.598, -2.839, 5.305], [1.639, -5.646, 2.037], [1.988, -6.572, -0.279], [1.823, -4.998, -2.224], [1.301, -2.607, -1.762], [-3.373, -1.469, 0.778], [-4.131, -0.683, -0.701], [-2.577, -0.538, -1.723], [-2.183, -1.552, -2.441], [-0.998, -1.444, -3.111], [-0.540, -2.524, -3.897], [0.679, -2.445, -4.512], [1.491, -1.298, -4.352], [1.054, -0.236, -3.611], [-0.217, -0.285, -2.997], [-0.670, 0.796, -2.301], [-1.815, 0.696, -1.687], [-2.404, 2.119, -0.647], [-0.857, 3.082, -0.522], [-3.341, 3.124, -1.951], [-4.503, 2.314, -2.528], [-2.453, 3.597, -3.100], [-3.921, 4.339, -1.218], [-5.082, -2.097, -1.485], [-6.426, -2.095, -0.742], [-4.466, -3.491, -1.370], [-5.342, -1.745, -2.952], [-4.163, -1.838, 1.433], [-2.814, -0.706, 1.321], [-2.699, -2.286, 0.519], [-1.168, -3.403, -3.975], [1.039, -3.274, -5.109], [2.469, -1.269, -4.816], [1.655, 0.652, -3.461], [-0.323, 3.138, -1.468], [-0.183, 2.658, 0.225], [-1.114, 4.086, -0.177], [-4.150, 1.451, -3.100], [-5.078, 2.949, -3.210], [-5.170, 1.950, -1.748], [-1.967, 2.760, -3.606], [-1.676, 4.281, -2.761], [-3.067, 4.128, -3.836], [-4.596, 4.030, -0.419], [-4.483, 4.960, -1.922], [-3.139, 4.961, -0.779], [-6.299, -2.283, 0.327], [-7.068, -2.885, -1.143], [-6.944, -1.140, -0.855], [-4.335, -3.783, -0.326], [-3.502, -3.544, -1.868], [-5.141, -4.220, -1.831], [-5.739, -0.730, -3.051], [-6.083, -2.435, -3.369], [-4.434, -1.821, -3.548], [4.259, 2.473, -1.384], [4.654, 1.020, -1.084], [5.881, 1.002, -0.162], [4.982, 0.288, -2.391], [3.521, 0.366, -0.412], [2.551, -0.123, 0.127], [5.093, 3.005, -1.852], [3.971, 2.983, -0.464], [3.400, 2.504, -2.057], [6.725, 1.501, -0.646], [6.168, -0.023, 0.076], [5.658, 1.517, 0.773], [5.815, 0.779, -2.902], [4.116, 0.288, -3.055], [5.255, -0.749, -2.193]], "forces_ev_per_angstrom": [[0.05, 0.03, 0.11], [0.00, -0.01, 0.00], [0.00, -0.03, 0.05], [0.05, 0.02, -0.09], [-0.02, 0.08, 0.08], [-0.08, -0.14, -0.02], [0.22, 0.03, -0.15], [-0.08, -0.03, 0.07], [-0.05, 0.01, 0.06], [0.02, 0.00, 0.04], [-0.02, 0.01, -0.02], [-0.01, -0.01, -0.01], [0.03, 0.00, 0.02], [-0.07, -0.01, -0.03], [0.03, -0.04, -0.05], [0.01, 0.00, -0.02], [-0.01, 0.03, 0.00], [0.00, 0.00, 0.00], [-0.07, -0.02, 0.04], [0.02, -0.09, -0.04], [-0.01, 0.04, 0.02], [0.01, -0.01, 0.02], [0.00, 0.02, -0.01], [0.00, 0.00, 0.01], [0.01, 0.01, 0.00], [-0.01, 0.02, -0.03], [-0.05, 0.03, 0.11], [0.00, 0.00, 0.00], [0.00, 0.01, 0.00], [0.00, 0.00, 0.00], [0.00, 0.00, 0.00], [0.00, 0.00, 0.00], [0.00, -0.01, -0.01], [0.00, 0.00, 0.00], [0.00, 0.00, 0.00], [0.00, 0.00, 0.00], [-0.01, 0.00, -0.01], [-0.01, 0.01, -0.03], [0.02, 0.08, -0.06], [-0.06, -0.01, 0.03], [0.04, -0.01, -0.04], [-0.06, -0.05, 0.03], [0.00, -0.01, 0.00], [0.04, 0.04, 0.01], [-0.03, -0.05, -0.01], [0.01, 0.03, -0.01], [0.04, 0.05, 0.00], [0.02, -0.02, -0.03], [-0.08, -0.01, 0.07], [-0.10, -0.01, -0.09], [0.06, 0.02, -0.01], [0.00, 0.01, 0.00], [0.02, -0.04, -0.01], [0.00, 0.00, -0.02], [0.01, 0.01, 0.03], [0.01, -0.01, 0.02], [-0.01, 0.00, 0.02], [0.00, 0.01, 0.00], [-0.02, 0.00, -0.02], [0.00, 0.00, 0.00], [0.02, 0.01, 0.01], [0.01, 0.00, 0.02], [0.00, 0.00, 0.00], [0.00, 0.00, 0.00], [0.00, 0.00, 0.00], [-0.01, -0.01, 0.00], [0.02, 0.01, 0.02], [-0.03, -0.03, 0.02], [0.00, 0.00, -0.01], [0.00, 0.01, 0.01], [0.00, 0.00, 0.00], [-0.01, -0.01, 0.03], [0.00, 0.00, 0.00], [-0.01, 0.01, 0.00], [0.00, 0.00, 0.00], [0.00, -0.01, 0.00], [0.00, 0.00, 0.00], [0.00, 0.00, -0.01], [0.00, 0.00, 0.00], [0.00, 0.00, 0.00], [0.00, 0.00, -0.01], [-0.01, 0.00, 0.00], [0.02, 0.01, -0.01], [0.01, 0.00, 0.00], [0.00, -0.01, 0.01], [0.00, 0.00, 0.00], [0.02, 0.00, 0.01], [0.00, -0.01, -0.01], [0.01, 0.03, 0.10], [0.00, 0.02, 0.00], [0.00, -0.01, 0.00], [-0.02, -0.06, -0.16], [0.06, 0.09, -0.03], [0.00, 0.01, 0.01], [0.01, 0.01, 0.00], [0.01, 0.00, 0.00], [0.00, 0.00, 0.00], [0.00, 0.00, 0.00], [0.00, 0.00, 0.01], [0.00, 0.00, 0.00], [0.00, 0.01, -0.01], [0.00, 0.00, 0.00]]}